Computed, not measured: a molecular structure, C40H48N5NaO3PSbSe4, with ωB97M-V/def2-TZVPD.

Gap between HOMO and LUMO (alpha / beta) (hartree): 0.13416 / 0.13293
Total energy (Ha): -12402.37671
E_HOMO (alpha / beta) (Ha): -0.023 / -0.021
Max |F| (eV Å⁻¹): 0.54
Total charge: -2

Element x y z (Å)
Sb -0.93577 5.30356 -2.46834
Se 0.41933 2.91451 -1.73088
Se 0.93575 5.87265 -3.97067
Se -2.78907 4.21559 -3.68550
Se -1.33109 1.62592 -1.07311
P -2.75130 -1.38415 -1.46478
Na 0.84175 0.15232 -0.22734
O -3.57576 -0.51281 -0.38562
O -3.01588 -0.64722 -2.87840
O -3.84555 -2.65259 -1.57634
N 0.02471 -1.32458 1.45713
N 2.89820 -0.30260 -1.50051
N -0.25560 1.40442 1.98089
N 3.43215 0.46718 1.25553
N 1.44540 0.44479 -3.93738
C -1.40865 -3.29284 1.24231
C -0.14516 -2.66974 1.14098
C 5.85983 1.76767 1.62466
C -0.27833 5.09109 2.13314
C 2.72861 0.87018 3.53253
C 1.64883 3.53891 1.76643
C -2.58771 -2.58657 1.85814
C 4.10180 -0.33328 -0.92670
C -4.06065 0.28416 -3.16982
C -0.44829 -1.83229 3.84072
C 5.57299 1.14829 0.42140
C 2.33569 -2.88938 0.64083
C 4.35799 0.48098 0.29835
C 3.73761 1.00870 2.43856
C -0.54528 -1.41718 -4.42482
C 0.35653 2.15675 -5.25998
C 0.70865 -4.70209 0.11447
C 4.94745 1.66476 2.65641
C 0.40984 0.77126 -4.71477
C 5.14168 -1.13229 -1.39551
C -2.09810 2.99280 2.24008
C -3.38662 -3.72825 -2.37438
C 0.52340 -1.75038 -3.60271
C 0.18534 3.78593 2.02079
C -1.62195 5.36488 2.31998
C -0.96759 0.89380 4.31153
C -1.58468 -4.58134 0.75143
C -3.14186 1.90651 2.18404
C 3.69134 -1.88369 -3.11795
C -2.52049 4.30998 2.35757
C -0.71913 2.71584 2.11674
C -0.54550 -5.29089 0.16964
C -0.59855 -0.15817 -4.98354
C -4.97830 -0.42630 -0.18688
C 4.91982 -1.94833 -2.49140
C -0.51390 0.50426 2.91601
C 0.92995 -3.42271 0.60895
C 2.72598 -1.01733 -2.61516
C -0.31838 -0.88218 2.67107
C 1.48212 -0.77228 -3.39981
H 2.87877 -3.29603 1.50204
H -3.50048 -2.84997 1.32088
H -4.03405 -4.58584 -2.18769
H 6.08973 -1.13893 -0.87585
H -5.50301 -1.24699 -0.67584
H -0.22268 -2.85487 3.53843
H 2.88901 -3.17129 -0.25878
H 0.24638 -1.56023 4.64401
H -3.89621 1.21229 -2.62027
H -0.21732 0.60775 5.05842
H -3.43196 -3.47814 -3.43962
H -2.57665 -5.02056 0.80643
H -0.70945 -6.28725 -0.22421
H 2.75248 -0.14777 3.93180
H 2.36015 -1.81221 0.76095
H 5.14047 2.10988 3.62383
H -2.47234 -1.50425 1.82343
H -1.44876 -1.82954 4.28561
H 2.03119 4.26533 1.04756
H 2.92568 1.57053 4.34438
H -1.43671 0.13592 -5.60251
H -1.97235 6.38806 2.37639
H 6.78459 2.31627 1.75434
H -2.71587 -2.87914 2.90581
H 6.25737 1.19916 -0.41399
H -5.15864 -0.47091 0.88840
H -1.12149 1.96746 4.38699
H -0.29144 2.78838 -4.63823
H -1.90004 0.39810 4.59779
H -5.34036 0.52892 -0.56940
H -3.63762 1.77971 3.15231
H 1.34357 2.61490 -5.25963
H 2.24199 3.61906 2.68513
H -3.99469 0.51137 -4.23217
H 0.59424 -2.71126 -3.10714
H 1.73233 1.04238 3.13078
H 0.43287 5.90443 2.03443
H 1.79912 2.54728 1.34459
H 1.54756 -5.24866 -0.30722
H -3.58533 4.50894 2.43277
H -5.04128 -0.14579 -2.94958
H -2.72407 0.94935 1.87769
H 3.46552 -2.45313 -4.00905
H -0.06771 2.17057 -6.26549
H -3.90366 2.17619 1.44832
H 5.69962 -2.60409 -2.85840
H -2.35824 -4.00460 -2.11564
H -1.34388 -2.12697 -4.60085

Atom charges from the Mulliken analysis, given in e for atoms 1 to 8:
1 Sb 0.115
2 Se -0.291
3 Se -0.843
4 Se -0.804
5 Se -0.053
6 P 0.116
7 Na 0.917
8 O 0.325